Record 1
{
  "formula": "C69H63N3O2P2PdS",
  "method": "wB97M-V/def2-TZVPD",
  "species": ["Pd", "S", "P", "P", "O", "O", "N", "N", "N", "C", "C", "C", "C", "C", "C", "C", "C", "C", "C", "C", "C", "C", "C", "C", "C", "C", "C", "C", "C", "C", "C", "C", "C", "C", "C", "C", "C", "C", "C", "C", "C", "C", "C", "C", "C", "C", "C", "C", "C", "C", "C", "C", "C", "C", "C", "C", "C", "C", "C", "C", "C", "C", "C", "C", "C", "C", "C", "C", "C", "C", "C", "C", "C", "C", "C", "C", "C", "C", "H", "H", "H", "H", "H", "H", "H", "H", "H", "H", "H", "H", "H", "H", "H", "H", "H", "H", "H", "H", "H", "H", "H", "H", "H", "H", "H", "H", "H", "H", "H", "H", "H", "H", "H", "H", "H", "H", "H", "H", "H", "H", "H", "H", "H", "H", "H", "H", "H", "H", "H", "H", "H", "H", "H", "H", "H", "H", "H", "H", "H", "H", "H"],
  "xyz": [[0.25552, 1.03311, -1.31245], [1.54267, -3.22912, 4.79113], [-1.58830, -0.25061, -1.09664], [2.17028, 0.34700, -2.30238], [1.26608, -2.57140, 6.04810], [1.78649, -2.41628, 3.60569], [-4.35959, 2.50016, 4.20012], [-6.14459, -4.89420, 6.24172], [1.31508, 5.15263, -5.88476], [5.12691, 3.15117, -2.86241], [0.37043, 5.55298, -6.91431], [-2.58325, -1.36147, 3.26184], [4.65323, -5.09263, 6.61615], [0.92227, 1.01154, -4.70779], [-4.42017, 2.61561, -1.75874], [2.51910, -1.36487, -0.15733], [-4.98858, -4.90971, 6.05017], [-1.36476, -1.83891, -1.93890], [4.96493, -5.32523, 4.22177], [-4.46885, 1.11081, -3.65398], [2.68323, 5.56520, -6.14420], [-0.67013, -4.25298, -3.18501], [3.52760, -4.29641, 6.39595], [5.35620, -5.63294, 5.53102], [-1.51554, -3.05637, -1.25197], [2.67880, -0.48773, -6.27650], [0.88402, 2.77974, 0.27940], [-1.56728, -5.87948, 4.88257], [-0.60989, 2.55980, 2.31921], [3.58546, 1.45966, -2.03510], [4.09078, 1.66622, -0.73915], [1.56322, 4.20847, -2.32587], [3.83532, -4.53467, 4.00173], [-1.16026, -4.25206, -1.87693], [-4.91911, 2.27252, -3.02042], [-3.11750, 2.63233, 3.66335], [1.65465, 0.24548, -6.88218], [-2.89447, 3.43442, 2.51413], [-2.89136, -5.99330, 5.27007], [-0.88876, -1.84607, -3.26214], [2.55372, -2.61432, 0.45878], [5.62989, 3.34590, -1.57315], [0.26486, 3.74484, -2.04882], [-1.00633, -1.07125, 1.45462], [2.65570, -2.43739, -2.32932], [2.84939, -0.45460, -4.89229], [-2.01962, 1.90636, 4.20654], [-3.60511, -0.86830, 2.44981], [2.72249, -3.67746, -1.69605], [2.54827, -1.26584, -1.56117], [-0.72405, 3.92172, -3.05395], [5.11018, 2.59680, -0.51736], [-3.50392, 0.30203, -3.05109], [1.89317, 4.68851, -3.58198], [-0.85840, -4.63398, 4.99623], [3.09510, -4.07348, 5.08712], [-0.53372, -3.04585, -3.87503], [1.94965, 0.27413, -4.09362], [-1.67439, 3.39897, 1.87341], [0.61072, 2.39953, 1.61931], [0.79393, 1.01377, -6.09566], [-4.63372, 1.51377, 5.22761], [2.67014, -3.77680, -0.30340], [4.12383, 2.20986, -3.10094], [-0.06565, 3.06291, -0.77716], [-5.50767, 3.17636, 3.63042], [-0.41370, 4.46972, -4.29199], [0.41972, -4.46958, 4.42689], [0.93321, 4.79069, -4.61877], [-1.28397, -1.42854, 2.76903], [-3.34019, -0.48794, 1.13296], [-0.80824, 1.87870, 3.56177], [-2.03453, -0.60897, 0.61944], [-2.99178, 0.65233, -1.78969], [-2.87395, -3.67980, 6.01571], [-3.46544, 1.80737, -1.13547], [-3.57654, -4.87422, 5.78851], [-1.53932, -3.57348, 5.67291], [-1.12890, 3.06227, -0.54409], [-3.70534, 4.04225, 2.10832], [0.87931, 5.45003, -7.88235], [-1.27098, -5.19097, -1.33536], [-6.33977, 3.03608, 4.32676], [-4.86946, 0.82520, -4.62549], [-0.39160, -5.19280, -3.66610], [0.82385, -5.21730, 3.74857], [4.97354, -5.28477, 7.64124], [2.66636, -2.38437, -3.41607], [-5.69293, 1.59661, 5.48911], [-0.51754, 4.91413, -6.90590], [-5.79508, 2.75464, 2.65265], [2.41619, -0.46637, 0.45446], [2.90788, 6.55386, -5.71073], [-2.79014, -1.68235, 4.28433], [-1.74568, 3.58518, -2.85920], [-3.16160, -0.61396, -3.53534], [-2.16141, 1.31733, 5.11471], [-1.02375, -6.73264, 4.47106], [0.01059, 1.61460, -6.55420], [3.68382, -0.98170, -4.42662], [2.79010, -4.57971, -2.30103], [-4.78052, 3.51005, -1.24884], [-1.00651, -2.65598, 5.90808], [5.52479, 3.73623, -3.69135], [2.70807, -4.75071, 0.18954], [-4.02269, 1.70343, 6.12038], [-1.50530, 4.05519, 1.02143], [2.98577, -3.84714, 7.22738], [0.01496, -1.15853, 1.08136], [6.21240, -6.28576, 5.70385], [1.52189, 0.21399, -7.96433], [2.48191, -2.67092, 1.54238], [-0.15416, -3.03296, -4.89643], [2.91900, 4.99522, -3.77388], [-4.15363, -0.12981, 0.50045], [0.06632, 6.60781, -6.80654], [6.42053, 4.07933, -1.39384], [-1.20038, 4.64750, -5.02521], [0.22916, 1.59011, -4.08892], [3.69684, 1.08789, 0.09752], [-3.09280, 2.06895, -0.13903], [-3.39753, -2.82385, 6.45545], [1.43800, 1.93347, 2.16561], [2.82050, 5.62397, -7.22781], [-3.42920, -6.94121, 5.16482], [1.94157, 2.92802, 0.03727], [3.76233, 2.05427, -4.11914], [3.35917, -1.08537, -6.88038], [-4.42976, 0.48897, 4.88035], [2.33027, 4.15621, -1.55730], [5.52843, -5.69218, 3.36265], [-5.30933, 4.24855, 3.50018], [3.52553, -4.26917, 2.99214], [-4.61659, -0.78592, 2.84843], [-5.65838, 2.90981, -3.51025], [-0.77617, -0.90621, -3.80930], [3.40305, 4.84074, -5.74381], [5.50010, 2.73108, 0.49006], [-0.46528, -1.76045, 3.40360], [0.01100, 1.29345, 3.98478], [-1.92445, -3.05817, -0.23925]],
  "e_homo_ev": -5.4,
  "total_energy_ev": -114031.0677,
  "e_above_lowest_kcal_mol": 0.0,
  "gap_ev": 3.4
}



Record 2
{
  "formula": "C69H79F5O15",
  "method": "wB97M-V/def2-TZVPD",
  "species": ["F", "F", "F", "F", "F", "O", "O", "O", "O", "O", "O", "O", "O", "O", "O", "O", "O", "O", "O", "O", "C", "C", "C", "C", "C", "C", "C", "C", "C", "C", "C", "C", "C", "C", "C", "C", "C", "C", "C", "C", "C", "C", "C", "C", "C", "C", "C", "C", "C", "C", "C", "C", "C", "C", "C", "C", "C", "C", "C", "C", "C", "C", "C", "C", "C", "C", "C", "C", "C", "C", "C", "C", "C", "C", "C", "C", "C", "C", "C", "C", "C", "C", "C", "C", "C", "C", "C", "C", "C", "H", "H", "H", "H", "H", "H", "H", "H", "H", "H", "H", "H", "H", "H", "H", "H", "H", "H", "H", "H", "H", "H", "H", "H", "H", "H", "H", "H", "H", "H", "H", "H", "H", "H", "H", "H", "H", "H", "H", "H", "H", "H", "H", "H", "H", "H", "H", "H", "H", "H", "H", "H", "H", "H", "H", "H", "H", "H", "H", "H", "H", "H", "H", "H", "H", "H", "H", "H", "H", "H", "H", "H", "H", "H", "H", "H", "H", "H", "H"],
  "xyz": [[-14.20018, -23.70123, -6.87407], [-17.66092, -23.26110, -3.88074], [-18.48869, -22.59517, 0.89534], [-12.36898, -31.69702, -1.79795], [-16.86949, -26.19016, -7.83101], [-12.90026, -23.30268, -3.47248], [-19.42144, -30.29895, 1.73473], [-15.30016, -25.96270, 1.55917], [-12.20833, -21.70420, -4.69626], [-16.48906, -18.61883, -7.02534], [-18.49141, -21.90723, -8.26769], [-18.67356, -28.35197, 0.84903], [-20.45392, -29.22280, 0.04093], [-17.98208, -19.62137, -5.67548], [-13.93833, -26.64493, 3.06937], [-19.41093, -20.77576, -9.85659], [-14.12835, -21.40605, -3.53822], [-14.05507, -24.42643, 2.64993], [-19.72758, -23.01201, -9.79651], [-18.63416, -17.92094, -6.80118], [-14.28260, -21.46053, -7.59608], [-13.88341, -22.75807, -7.79559], [-18.74425, -21.45906, 0.21566], [-12.10544, -27.67371, -6.48735], [-16.98308, -30.72309, -3.25797], [-16.93153, -27.52610, -7.63580], [-17.11528, -31.55129, -1.03713], [-13.17069, -22.06610, -3.86011], [-21.47081, -30.23624, 0.04336], [-12.87474, -30.46334, -1.60194], [-19.25266, -22.00263, -9.35602], [-17.59917, -18.71641, -6.56044], [-13.22914, -28.24427, -2.37826], [-18.49488, -16.96931, -7.87087], [-13.21077, -23.13565, -8.94325], [-21.08894, -25.31725, 0.42305], [-16.19475, -32.95170, -2.73983], [-15.79893, -26.38083, -4.06485], [-13.78518, -27.91681, -1.14609], [-18.57018, -20.23062, -1.82461], [-19.93237, -26.79586, -4.51251], [-17.74567, -25.14426, -2.50628], [-20.97731, -24.96818, -0.91634], [-14.05022, -20.51664, -8.59213], [-19.44647, -20.44655, 0.82857], [-13.65652, -23.90472, -2.42533], [-12.13511, -26.28696, -6.45396], [-10.97130, -28.33375, -6.93016], [-9.87027, -27.60148, -7.35068], [-22.59955, -26.42121, -3.91096], [-12.20179, -20.39048, -5.23906], [-17.18039, -30.20956, -7.10989], [-19.73085, -20.71267, -11.23769], [-13.51975, -30.18614, -0.40808], [-18.30474, -23.10761, -7.54327], [-12.88713, -22.16376, -9.87811], [-16.96892, -20.55517, -5.31461], [-19.73574, -19.30141, 0.08451], [-12.84073, -26.43793, 3.93880], [-21.58996, -24.40680, 1.34568], [-17.46197, -28.39333, 1.58163], [-15.86284, -24.96986, 0.70203], [-14.39371, -25.55342, 2.43980], [-21.86143, -27.34837, -3.19065], [-16.37244, -27.03562, -2.99187], [-11.01552, -25.56001, -6.84008], [-16.43310, -31.93139, -3.65447], [-19.50773, -29.39241, 0.95394], [-17.25484, -26.38433, -2.14924], [-17.25130, -24.52658, -3.64713], [-13.32682, -20.85497, -9.72993], [-20.52225, -27.53310, -3.49952], [-20.66247, -25.83323, -5.19910], [-12.68022, -29.50431, -2.56957], [-15.80799, -28.25036, -7.32291], [-16.56109, -32.76788, -1.41707], [-13.95504, -28.89410, -0.17895], [-18.18823, -28.11456, -7.67156], [-21.93916, -23.13196, 0.93208], [-9.87069, -26.21337, -7.26662], [-21.37199, -23.70074, -1.32402], [-15.93629, -29.61424, -7.08769], [-16.22966, -25.09205, -4.38616], [-18.32589, -29.45009, -7.35667], [-22.01870, -25.69616, -4.94785], [-19.28422, -19.20137, -1.22125], [-18.30755, -21.37956, -1.09562], [-21.90072, -22.79566, -0.41167], [-17.32936, -30.50848, -1.92602], [-12.86904, -24.15359, -9.08056], [-11.58560, -19.73465, -4.62770], [-15.06149, -30.22430, -6.89995], [-10.95493, -29.41562, -6.97000], [-11.03527, -24.47733, -6.80324], [-9.03300, -25.65304, -7.66090], [-15.63687, -33.81693, -3.07601], [-17.45904, -22.94265, -6.88059], [-15.78231, -24.60096, -5.24226], [-17.32639, -27.44806, 2.11066], [-15.10452, -24.68194, -0.03033], [-16.05367, -20.02638, -5.04550], [-19.59936, -18.32258, -1.77276], [-19.05319, -27.50096, -7.89496], [-13.08957, -23.82045, -1.49870], [-12.08848, -29.74816, -3.44382], [-22.12892, -29.99021, -0.78398], [-19.15735, -23.39306, -6.92964], [-18.34272, -20.15773, -2.87781], [-17.43153, -29.18007, 2.33164], [-13.15060, -27.49264, -3.15382], [-19.28245, -17.17552, -8.58585], [-14.40595, -19.51044, -8.41190], [-19.26409, -21.53336, -11.77730], [-12.39726, -22.47964, -10.79130], [-19.86830, -20.64019, 1.80736], [-13.20266, -19.96014, -5.29060], [-19.35658, -19.76453, -11.61546], [-18.86191, -26.86094, -4.67736], [-14.13185, -26.89830, -1.02274], [-17.72164, -22.21191, -1.46883], [-13.73800, -24.95772, -2.68548], [-14.85627, -27.73185, -7.32797], [-17.00047, -29.91502, -3.98261], [-18.02704, -23.93095, -8.19991], [-22.33052, -27.98116, -2.44864], [-20.71145, -26.28603, 0.73314], [-16.41328, -33.55470, -0.68944], [-20.18213, -25.23213, -5.96112], [-13.15311, -20.06728, -10.45034], [-15.08446, -26.88333, -4.70430], [-21.02160, -31.21712, -0.08872], [-13.01062, -25.70800, -6.18373], [-14.65245, -23.47206, -2.35340], [-19.30307, -29.90722, -7.30089], [-13.12082, -25.87368, 4.82921], [-22.31266, -22.45043, 1.68825], [-16.08224, -31.95718, -4.67982], [-11.84027, -20.49022, -6.25804], [-16.60723, -28.46157, 0.90971], [-16.09636, -24.07330, 1.27743], [-23.61614, -26.18567, -3.61715], [-16.73395, -25.36243, 0.20253], [-14.46427, -28.65198, 0.74450], [-8.97438, -28.10880, -7.68764], [-12.01316, -25.93295, 3.44307], [-22.63329, -25.00515, -5.51020], [-14.75341, -21.15931, -6.67306], [-17.64210, -29.54963, -1.52988], [-21.62163, -24.73225, 2.37760], [-17.51002, -17.07670, -8.32272], [-16.73875, -21.16650, -6.18542], [-17.25166, -21.21265, -4.50728], [-16.17946, -28.08767, -2.82167], [-22.05588, -21.77584, -0.74428], [-21.29846, -23.44628, -2.37597], [-17.60934, -26.87211, -1.24779], [-17.43121, -31.38603, -0.01041], [-19.95070, -28.31503, -3.01078], [-20.26965, -18.50611, 0.58648], [-18.56923, -24.69082, -1.96659], [-13.73265, -31.02841, 0.23810], [-17.33149, -31.24470, -6.82888], [-20.58411, -25.65866, -1.64790], [-12.97874, -28.20442, -6.12249], [-12.51190, -27.42187, 4.26522], [-18.53614, -15.97609, -7.43006], [-20.81185, -20.72792, -11.37511], [-22.03628, -30.19384, 0.97306]],
  "e_homo_ev": -8.9,
  "total_energy_ev": -117134.3465,
  "gap_ev": 9.6
}